Entry 1:
The following is a quantum chemistry calculation of a molecular structure, C18H39AlBN4O6P2 at a distorted geometry, from OMol25.

Summary:
net charge	-1
E_LUMO	2.194	eV
gap between HOMO and LUMO	7.189	eV
DFT total energy	-63399.37671	eV

```
71
C18H39AlBN4O6P2 (ωB97M-V/def2-TZVPD)
C 2.273 0.043 1.464
C 2.530 -0.768 0.131
O 1.879 -0.206 -1.025
B 0.583 -0.830 -1.096
O 0.556 -1.993 -1.916
Al -1.074 -0.087 -0.062
P -1.948 1.840 -1.110
O -1.379 3.080 -0.376
P -2.628 -1.864 0.115
O -2.122 -3.130 -0.544
O -4.096 -1.410 -0.608
O -2.852 -2.247 1.759
H 1.620 0.884 1.190
H 1.753 -0.635 2.153
H 3.202 0.447 1.885
H 2.202 -1.803 0.281
H 3.624 -0.773 0.003
H -0.303 -2.069 -2.320
H -0.738 0.346 1.433
H -1.604 1.954 -2.495
H -3.374 1.839 -1.026
H -4.702 -1.207 0.110
H -3.498 -1.659 2.148
C 2.243 -7.093 1.838
C 1.178 -6.002 1.851
C 1.460 -4.874 0.856
C 2.673 -4.127 1.193
N 3.614 -3.528 1.466
H 3.216 -6.704 2.145
H 1.973 -7.893 2.529
H 2.347 -7.528 0.842
H 1.088 -5.595 2.860
H 0.213 -6.448 1.600
H 0.613 -4.182 0.846
H 1.548 -5.276 -0.155
C 5.861 4.285 2.024
C 4.389 4.534 2.324
C 3.931 3.938 3.653
C 4.006 2.480 3.610
N 4.010 1.334 3.561
H 6.075 3.220 1.931
H 6.135 4.759 1.083
H 6.497 4.698 2.813
H 3.782 4.125 1.519
H 4.213 5.613 2.343
H 2.896 4.236 3.835
H 4.521 4.324 4.488
C -7.721 -2.006 -2.387
C -8.457 -0.739 -1.963
C -7.942 0.517 -2.670
C -6.557 0.819 -2.311
N -5.466 1.047 -2.040
H -6.663 -1.962 -2.119
H -8.152 -2.877 -1.892
H -7.795 -2.159 -3.466
H -8.376 -0.619 -0.880
H -9.520 -0.854 -2.192
H -8.570 1.368 -2.397
H -8.023 0.398 -3.752
C 1.354 4.463 -2.114
C 1.803 3.113 -2.661
C 2.325 2.170 -1.575
C 3.548 2.671 -0.945
N 4.499 3.072 -0.442
H 2.187 5.009 -1.666
H 0.948 5.080 -2.918
H 0.577 4.340 -1.357
H 2.570 3.266 -3.425
H 0.955 2.633 -3.154
H 2.534 1.192 -2.012
H 1.558 2.013 -0.812
```


Entry 2:
The following is a quantum chemistry calculation of a molecular structure, C18H39BF4MnN3O3PSSi, from OMol25.

Summary:
E_LUMO (alpha / beta)	0.287 / 0.028	eV
relative energy (zero: lowest compared OMol25 entry of this formula, charge and spin)	41.6	kJ/mol
gap between HOMO and LUMO (alpha / beta)	8.961 / 8.910	eV
DFT total energy	-100793.35492	eV
<S²>	8.7566
multiplicity	6

```
72
C18H39BF4MnN3O3PSSi (ωB97M-V/def2-TZVPD)
Mn 1.055 -1.429 0.717
C -2.357 1.664 1.968
C -1.220 1.761 0.961
C 0.023 2.325 1.613
C -1.619 2.628 -0.225
O -0.837 0.443 0.500
Si -1.830 -0.691 -0.264
S -0.640 -2.356 -0.579
O -2.486 -0.033 -1.603
C -2.207 -0.059 -3.013
C -2.603 -1.417 -3.571
C -3.064 1.039 -3.616
C -0.730 0.228 -3.247
O -3.055 -0.939 0.788
C -4.341 -1.574 0.653
C -4.189 -2.873 -0.127
C -4.808 -1.851 2.068
C -5.301 -0.625 -0.049
H -2.523 2.648 2.415
H -2.115 0.952 2.759
H -3.286 1.336 1.497
H -0.193 3.278 2.102
H 0.790 2.497 0.854
H 0.411 1.632 2.363
H -1.826 3.646 0.115
H -2.511 2.238 -0.717
H -0.808 2.667 -0.957
H -3.668 -1.596 -3.403
H -2.030 -2.213 -3.095
H -2.415 -1.454 -4.648
H -4.115 0.872 -3.373
H -2.958 1.056 -4.704
H -2.767 2.014 -3.225
H -0.106 -0.566 -2.830
H -0.455 1.179 -2.782
H -0.531 0.301 -4.319
H -3.447 -3.519 0.346
H -3.862 -2.678 -1.154
H -5.144 -3.402 -0.170
H -4.122 -2.538 2.567
H -5.807 -2.295 2.063
H -4.843 -0.919 2.638
H -4.924 -0.355 -1.038
H -5.426 0.290 0.536
H -6.280 -1.098 -0.163
F 2.598 -2.868 0.086
B 2.483 -3.760 1.249
F 1.948 -4.954 0.884
F 3.694 -3.812 1.901
F 1.530 -3.009 2.075
C 5.875 1.109 1.897
N 5.760 -0.139 1.149
C 5.788 0.173 -0.281
N 4.762 1.137 -0.701
C 4.886 2.345 0.117
N 4.839 2.092 1.562
C 3.518 1.663 2.008
P 3.009 0.088 1.157
C 4.559 -0.885 1.521
C 3.423 0.561 -0.596
H 6.844 1.554 1.671
H 5.832 0.895 2.965
H 5.667 -0.747 -0.852
H 6.763 0.601 -0.513
H 4.090 3.042 -0.150
H 5.843 2.813 -0.109
H 2.787 2.448 1.840
H 3.543 1.463 3.080
H 4.515 -1.828 0.987
H 4.580 -1.124 2.584
H 2.677 1.265 -0.970
H 3.359 -0.337 -1.211
```


Entry 3:
The following is a quantum chemistry calculation of 5 unconnected molecules or ions with the total composition C18H39BrN6O7P at a distorted geometry, from OMol25.

Summary:
net charge	+1
E_LUMO	-2.887	eV
gap between HOMO and LUMO	7.963	eV
DFT total energy	-121900.32390	eV

```
72
C18H39BrN6O7P (ωB97M-V/def2-TZVPD)
C -2.242 -4.722 -4.673
C -1.974 -3.219 -4.781
Br -1.820 -2.769 -6.679
C -0.757 -2.783 -3.977
N 0.372 -3.703 -4.187
C 0.779 -4.738 -3.422
C 1.840 -5.309 -4.009
N 2.058 -4.563 -5.145
P 3.265 -4.722 -6.405
O 4.415 -3.894 -6.203
O 2.463 -4.406 -7.733
O 3.571 -6.279 -6.433
C 1.173 -3.575 -5.241
H -1.670 -5.280 -5.407
H -3.307 -4.887 -4.785
H -1.944 -5.083 -3.691
H -2.827 -2.681 -4.387
H -1.035 -2.871 -2.925
H -0.464 -1.750 -4.133
H 0.296 -5.044 -2.511
H 2.430 -6.151 -3.715
H 1.564 -4.763 -7.708
H 2.718 -6.738 -6.465
H 1.077 -2.806 -5.983
C -0.922 -2.446 -0.259
O -0.971 -3.576 -0.746
N 0.047 -2.002 0.537
C 0.027 -0.651 1.070
C 1.154 -2.887 0.883
H -1.705 -1.695 -0.450
H 0.919 -0.114 0.741
H 0.012 -0.688 2.161
H -0.858 -0.127 0.715
H 1.665 -3.203 -0.029
H 0.770 -3.774 1.388
H 1.857 -2.371 1.542
C -3.158 1.821 1.241
O -2.529 1.354 0.301
N -2.737 2.820 2.023
C -3.538 3.329 3.126
C -1.437 3.414 1.759
H -4.153 1.442 1.522
H -3.750 4.384 2.970
H -2.988 3.208 4.061
H -4.476 2.780 3.193
H -1.416 3.823 0.748
H -0.661 2.650 1.835
H -1.246 4.206 2.475
C 2.323 -1.789 4.206
O 2.894 -2.249 3.230
N 2.807 -0.814 4.987
C 2.077 -0.310 6.136
C 4.108 -0.245 4.668
H 1.334 -2.154 4.531
H 1.881 0.756 6.011
H 2.667 -0.460 7.042
H 1.130 -0.834 6.241
H 4.088 0.184 3.666
H 4.868 -1.025 4.691
H 4.358 0.529 5.389
C -1.999 7.074 1.875
O -2.569 6.352 2.676
N -1.289 8.164 2.200
C -0.633 8.985 1.199
C -1.175 8.532 3.603
H -2.027 6.881 0.790
H 0.442 9.007 1.385
H -1.023 10.003 1.243
H -0.811 8.582 0.204
H -0.711 7.719 4.161
H -2.167 8.709 4.019
H -0.573 9.431 3.701
```